Entry 1:
ORCA calculation (ωB97M-V with the def2-TZVPD basis set) on a structure of composition C35H34N6O2PTi.

Summary:
HOMO level (spin up / spin down) ... -0.3167 / -0.3965 Eh
2S+1 ... 3
Energy relative to the best compared isomer or geometry (same formula, charge and spin) ... 0.1 kcal/mol
Expectation value of S² ... 2.004
Charge ... +1
Gap between HOMO and LUMO (spin up / spin down) ... 6.6854 / 8.7380 eV

CARTESIAN COORDINATES (ANGSTROEM)
C1 1.499 -1.649 1.992
H1 -0.031 -3.181 2.279
C2 -2.887 -0.931 3.881
N1 1.503 -1.513 -1.916
H2 -0.826 -1.018 3.322
O1 1.613 -1.406 3.179
H3 0.747 3.867 1.027
H4 1.040 0.896 2.886
C3 -1.320 -4.096 -0.750
H5 -4.471 2.302 2.071
C4 -1.395 2.461 3.459
H6 -2.661 -0.698 4.914
H7 2.945 -2.510 -0.713
C5 5.738 1.934 -1.139
H8 5.479 2.646 0.876
N2 1.493 1.886 1.112
H9 3.288 2.663 1.952
C6 -2.493 -4.257 -2.845
C7 -1.048 4.011 -2.527
C8 -0.542 1.693 -2.549
H10 -5.013 -0.932 4.178
C9 1.023 -1.811 -3.174
H11 2.154 3.570 0.034
C10 -0.283 4.117 -1.381
H12 3.083 -4.138 -2.663
C11 -2.772 2.562 3.376
H13 -0.846 -4.587 0.092
C12 2.940 1.780 1.400
N3 2.485 -3.331 -2.647
C13 -1.851 -1.107 2.978
H14 -3.351 2.882 4.232
C14 -2.125 -1.422 1.646
C15 2.384 -2.452 -1.632
H15 -1.775 2.634 -4.023
C16 0.805 1.857 2.419
C17 -0.689 2.036 2.339
C18 -2.598 -2.873 -2.892
H16 -2.116 -1.023 -1.918
H17 -1.779 -5.945 -1.731
P1 -0.723 -1.606 0.483
H18 6.748 2.310 -1.241
O2 2.176 -1.068 1.042
C19 -2.045 -2.107 -1.878
N4 -1.280 1.746 1.186
H19 -1.539 4.881 -2.942
C20 5.122 1.271 -2.189
C21 -3.449 -1.552 1.239
H20 -3.682 -1.813 0.214
H21 1.219 2.640 3.069
C22 -4.206 -1.062 3.468
H22 5.628 1.115 -3.131
N5 3.156 0.972 -0.867
H23 3.311 0.283 -2.798
H24 -0.871 2.701 4.376
C23 0.334 2.986 -0.863
C24 -1.852 -4.866 -1.776
H25 -5.510 -1.489 1.820
C25 -2.607 1.848 1.115
H26 1.512 -3.480 -4.561
C26 -3.397 2.245 2.179
H27 -2.916 -4.860 -3.638
H28 -3.053 1.599 0.158
H29 0.941 -3.329 0.787
C27 -4.485 -1.372 2.147
H30 -3.106 -2.394 -3.719
C28 1.624 -2.936 -3.641
H31 -0.635 0.699 -2.971
C29 3.747 1.623 0.142
C30 0.449 -2.634 1.471
C31 -1.182 2.768 -3.130
C32 5.037 2.120 0.040
H32 3.087 0.899 2.027
H33 -0.166 5.068 -0.878
H34 0.270 -1.216 -3.659
C33 1.209 3.130 0.364
C34 3.833 0.809 -2.008
C35 -1.405 -2.709 -0.795
N6 0.207 1.790 -1.445
Ti1 1.152 0.073 -0.337

Results of the Mulliken charge analysis, in e, for atoms 1 through 8:
1. C -0.1247
2. H 0.6035
3. C -0.7950
4. N 1.0014
5. H 0.3641
6. O -0.6836
7. H 0.5834
8. H 0.4496


Entry 2:
ORCA calculation (ωB97M-V with the def2-TZVPD basis set) on a cluster of 2 separate species, C5H12S in total in a non-equilibrium geometry.

Summary:
HOMO level ... -0.3328 Eh
Energy relative to the best compared isomer or geometry (same formula, charge and spin) ... 30.0 kcal/mol
Charge ... 0
Gap between HOMO and LUMO ... 10.0159 eV
SMILES ... CCCS.C=C

CARTESIAN COORDINATES (ANGSTROEM)
S1 -1.069 -0.296 1.860
H1 -1.284 -1.918 -2.005
H2 2.188 1.870 -0.245
H3 1.617 -2.704 -2.602
C1 -0.406 -2.127 -2.602
H4 -0.889 1.815 -0.252
C2 1.214 2.314 -0.462
H5 -0.230 -1.310 1.983
H6 -0.027 1.845 2.006
C3 0.182 0.978 1.379
H7 1.199 2.581 -1.519
H8 0.142 0.473 -0.718
H9 1.070 -1.562 -1.220
C4 0.091 1.362 -0.089
H10 1.156 0.592 1.674
H11 -0.525 -2.284 -3.668
H12 1.161 3.245 0.109
C5 0.834 -2.151 -2.100

Results of the Mulliken charge analysis, in e, for atoms 1 through 8:
1. S -0.2236
2. H 0.2660
3. H 0.3348
4. H 0.2354
5. C -0.4300
6. H 0.3287
7. C -1.2822
8. H 0.1092


Question: Number 1 is which compound?
Answer: C35H34N6O2PTi